# 1
Density functional theory data (ωB97M-V/def2-TZVPD) for C51H44GeN2O8PReSSe as an isolated structure.

```
110
Properties=species:S:1:pos:R:3
Re -0.329 0.126 0.178
C 2.527 5.895 -0.011
C 2.806 5.462 1.274
C 2.255 4.274 1.751
C 1.409 3.520 0.948
C 1.125 3.971 -0.345
C 1.681 5.144 -0.822
P 0.524 2.009 1.521
C 1.048 1.810 3.241
C 2.356 1.414 3.505
C 2.771 1.190 4.808
C 1.869 1.335 5.854
C 0.558 1.707 5.596
C 0.146 1.947 4.292
C -1.161 2.606 1.347
C -1.875 3.669 1.893
C -3.100 3.977 1.328
C -3.569 3.242 0.235
C -2.850 2.175 -0.277
C -1.618 1.810 0.288
H 2.953 6.821 -0.378
H 3.454 6.050 1.913
H 2.472 3.948 2.759
H 0.453 3.392 -0.970
H 1.453 5.480 -1.826
H 3.052 1.260 2.685
H 3.788 0.874 5.000
H 2.183 1.136 6.871
H -0.153 1.790 6.408
H -0.885 2.201 4.082
H -1.480 4.257 2.715
H -3.690 4.796 1.723
H -4.527 3.502 -0.204
H -3.269 1.607 -1.100
C -4.791 -2.003 -6.005
C -4.409 -1.912 -4.550
C -3.392 -1.049 -4.141
C -3.004 -0.979 -2.815
C -3.646 -1.777 -1.872
C -4.655 -2.644 -2.257
C -5.033 -2.703 -3.594
S -3.186 -1.682 -0.156
O -3.766 -0.479 0.358
O -3.559 -2.942 0.438
N -1.569 -1.538 -0.266
C -0.708 -2.615 0.197
C -0.981 -3.938 -0.445
C 0.003 -4.564 -1.136
C 1.252 -3.940 -1.271
C 1.468 -2.639 -0.717
N 0.584 -1.999 -0.037
H -4.859 -1.013 -6.456
H -5.751 -2.504 -6.130
H -4.044 -2.568 -6.567
H -2.890 -0.432 -4.877
H -2.193 -0.329 -2.510
H -5.131 -3.264 -1.509
H -5.822 -3.382 -3.897
H -1.975 -4.337 -0.313
H -0.175 -5.525 -1.601
H 2.052 -4.406 -1.825
H 2.407 -2.137 -0.897
O -0.818 -2.896 1.634
Se -0.309 -1.644 2.777
O -0.908 -2.083 4.198
O -1.046 -0.257 2.152
O 1.300 -1.529 2.704
O 2.246 -0.533 -2.839
C 1.839 0.296 -2.042
O 0.595 0.339 -1.642
C 2.771 1.381 -1.516
C 4.213 1.287 -2.032
Ge 5.439 0.236 -0.949
C 7.204 0.165 -1.820
C 7.946 -1.001 -1.999
C 9.232 -0.958 -2.531
C 9.797 0.256 -2.892
C 9.074 1.429 -2.717
C 7.794 1.380 -2.183
C 5.855 1.240 0.683
C 5.384 2.529 0.916
C 5.806 3.252 2.029
C 6.698 2.690 2.928
C 7.172 1.400 2.715
C 6.755 0.688 1.601
C 4.938 -1.568 -0.439
C 5.090 -2.630 -1.338
C 4.830 -3.933 -0.941
C 4.365 -4.189 0.345
C 4.162 -3.142 1.230
C 4.466 -1.840 0.845
H 2.709 1.384 -0.425
H 2.319 2.319 -1.844
H 4.666 2.282 -2.067
H 4.207 0.888 -3.046
H 7.528 -1.957 -1.711
H 9.792 -1.876 -2.659
H 10.799 0.289 -3.304
H 9.512 2.383 -2.988
H 7.248 2.307 -2.037
H 4.677 2.985 0.231
H 5.427 4.251 2.198
H 7.023 3.251 3.795
H 7.868 0.955 3.415
H 7.138 -0.315 1.438
H 5.407 -2.435 -2.357
H 4.966 -4.749 -1.641
H 4.139 -5.204 0.647
H 3.751 -3.325 2.214
H 4.289 -1.031 1.544
```

The expectation value of S² is 3.80. The charge is -1. For the total energy, the calculation gives -217076.727 eV. The value obtained for the HOMO-LUMO gap (spin up / spin down) is 7.11 / 5.48 eV. Its highest occupied orbital energy (spin up / spin down) is -4.79 / -4.49 eV. As for the multiplicity: 4.

=====

# 2
Density functional theory data (ωB97M-V/def2-TZVPD) for C51H45Cl3N5O3S2TeTi as an isolated structure.

```
111
Properties=species:S:1:pos:R:3
Ti 0.338 0.317 -1.282
C -6.426 0.489 -1.947
C -5.029 0.619 -1.310
C -4.585 1.819 -0.750
C -3.273 2.043 -0.417
C -2.824 3.420 -0.032
O -1.746 3.811 -0.443
C -3.668 4.293 0.833
C -3.464 5.685 0.747
C -4.232 6.537 1.549
C -5.160 5.992 2.421
C -5.437 4.628 2.484
C -4.663 3.804 1.678
C -2.365 0.995 -0.688
O -0.993 1.192 -0.533
C -2.786 -0.240 -1.160
C -4.132 -0.416 -1.370
C -1.612 -1.123 -1.475
N -0.823 -0.920 -2.510
C -1.255 -0.539 -3.878
C -2.081 -1.584 -4.581
Te -1.313 -3.609 -4.356
C -2.790 -4.112 -2.883
C -2.545 -4.743 -1.678
C -3.593 -5.182 -0.879
C -4.931 -4.993 -1.299
C -5.157 -4.350 -2.499
C -4.098 -3.908 -3.305
C -0.969 -1.821 -0.370
C -1.577 -1.895 0.901
C -1.079 -2.751 1.849
C 0.001 -3.562 1.537
C 0.747 -3.390 0.374
C 0.184 -2.622 -0.624
H -6.709 1.438 -2.374
H -7.159 0.145 -1.231
H -6.447 -0.252 -2.744
H -5.248 2.650 -0.620
H -2.745 6.083 0.036
H -4.196 7.612 1.457
H -5.755 6.628 3.051
H -6.244 4.262 3.097
H -4.843 2.735 1.733
H -4.403 -1.402 -1.773
H -0.328 -0.343 -4.426
H -1.874 0.416 -3.826
H -2.131 -1.319 -5.631
H -3.060 -1.731 -4.164
H -1.530 -4.931 -1.341
H -3.345 -5.721 0.046
H -5.756 -5.364 -0.714
H -6.178 -4.194 -2.818
H -4.298 -3.519 -4.307
H -2.466 -1.305 1.076
H -1.603 -2.838 2.782
H 0.328 -4.325 2.236
H 1.592 -3.983 0.129
H 0.645 -2.615 -1.582
C -2.025 5.801 -3.599
C -0.867 5.225 -2.869
C -0.097 5.918 -1.990
C 0.888 5.235 -1.243
N 1.098 3.939 -1.461
C 0.453 3.305 -2.402
S 1.021 1.740 -2.997
N -0.555 3.895 -3.091
C 1.799 5.958 -0.293
H -1.908 6.880 -3.600
H -3.005 5.563 -3.131
H -2.075 5.465 -4.631
H -0.239 6.966 -1.859
H -1.022 3.379 -3.823
H 1.288 6.492 0.487
H 2.391 6.667 -0.881
H 2.516 5.294 0.172
Cl 8.411 -5.490 1.559
C 7.523 -4.056 1.937
C 6.488 -3.663 1.109
C 5.753 -2.550 1.469
C 6.005 -1.806 2.622
C 5.160 -0.581 2.871
C 5.049 0.434 1.714
N 4.059 0.148 0.607
C 4.434 0.025 -0.716
C 3.296 0.013 -1.481
N 2.241 0.156 -0.583
C 2.731 0.215 0.651
O 3.806 -0.800 3.313
C 3.217 -2.081 3.226
C 3.805 -3.090 4.147
C 3.874 -4.450 3.860
Cl 3.484 -5.207 2.363
S 4.520 -5.326 5.185
C 4.725 -3.896 6.129
C 4.295 -2.797 5.440
C 7.104 -2.180 3.411
Cl 7.631 -1.348 4.850
C 7.845 -3.326 3.064
H 6.345 -4.195 0.203
H 4.945 -2.255 0.842
H 5.666 -0.024 3.642
H 5.998 0.477 1.156
H 4.783 1.406 2.111
H 5.473 -0.082 -1.057
H 3.137 -0.078 -2.551
H 2.141 0.327 1.543
H 3.247 -2.490 2.235
H 2.153 -1.836 3.462
H 5.108 -3.929 7.149
H 4.334 -1.788 5.838
H 8.644 -3.612 3.692
```

The charge is +3. For the total energy, the calculation gives -156833.407 eV. The value obtained for the HOMO-LUMO gap (spin up / spin down) is 3.91 / 3.91 eV. Its highest occupied orbital energy (spin up / spin down) is -13.89 / -13.89 eV. As for the multiplicity: 1.